Computed, not measured: a structure of composition C3H5LiMgNaO4, with wB97M-V/def2-TZVPD.

Calculated values
HOMO-LUMO gap in eV: 7.85
E in a.u.: -788.09637
Net charge: +1
2S+1: 1
Relative energy (zero: lowest compared OMol25 entry of this formula, charge and spin) in kcal/mol: 6.7

```
15
C3H5LiMgNaO4 wB97M-V/def2-TZVPD
H 1.1245 -1.5507 -0.8494
Li -0.0573 2.1251 -1.2158
O 2.5637 -0.6147 0.2875
O 0.3801 -0.6032 0.8221
C -0.9617 -1.0782 0.5135
C -1.6540 -0.0603 -0.3959
O -1.3934 1.2485 0.0029
C 1.4091 -0.8379 -0.0539
H -0.8942 -2.0741 0.0569
H -1.4605 -1.1466 1.4882
H -2.7331 -0.3000 -0.3855
H -1.3070 -0.2296 -1.4363
O 1.3540 1.8535 -0.0851
Mg 0.0877 1.4950 1.2393
Na 3.5422 1.7731 0.0115
```

Mulliken population analysis, charges in e, atoms 1 to 8: number 1, H, carries 0.419; number 2, Li, carries 0.814; number 3, O, carries -0.548; number 4, O, carries -0.405; number 5, C, carries -0.532; number 6, C, carries -0.196; number 7, O, carries -0.789; number 8, C, carries 0.436